DFT (ωB97M-V/def2-TZVPD) results for an isolated ion of composition C9H11N2OS and charge +1 at a distorted geometry.

Summary:
- charge = +1
- gap between HOMO and LUMO (alpha / beta) (Eh) = 0.2752 / 0.2641
- LUMO level (alpha / beta) (eV) = -5.51 / -5.77
- energy relative to the best compared isomer or geometry (same formula, charge and spin) (eV) = 1.929
- HOMO level (alpha / beta) (Ha) = -0.478 / -0.476

Each line ends with the Mulliken charge.
CARTESIAN COORDINATES (ANGSTROEM)
C 3.45 0.56 -0.35  -0.313
C 2.53 1.14 -1.23  -0.524
C 2.96 -0.41 0.56  -0.757
C 1.17 0.83 -1.21  -0.171
C 1.57 -0.53 0.72  0.177
C 0.65 0.11 -0.13  -0.719
C -1.36 -1.00 -0.62  0.241
C -1.54 0.89 0.84  -0.795
C -2.76 0.14 1.52  -0.576
N -0.74 -0.09 0.04  0.251
N -0.89 -2.05 -1.26  -0.301
O -4.25 0.79 -0.51  -0.348
S -3.89 -0.39 0.19  0.536
H 4.45 0.90 -0.47  0.431
H 3.00 1.81 -1.92  0.386
H 3.51 -0.85 1.38  0.345
H 0.55 1.21 -1.99  0.427
H 1.07 -1.23 1.38  0.378
H -1.94 1.58 0.14  0.481
H -0.86 1.30 1.47  0.495
H -2.15 -0.63 2.12  0.392
H -3.17 0.97 2.07  0.431
H 0.16 -2.22 -1.39  0.273
H -1.50 -2.82 -1.35  0.258

---

DFT (ωB97M-V/def2-TZVPD) results for C9H11N2S as an isolated structure at a distorted geometry.

Summary:
- charge = +1
- gap between HOMO and LUMO (Eh) = 0.3078
- LUMO level (eV) = -3.67
- energy relative to the best compared isomer or geometry (same formula, charge and spin) (eV) = 5.648
- HOMO level (Ha) = -0.443

Each line ends with the Mulliken charge.
CARTESIAN COORDINATES (ANGSTROEM)
C -4.12 0.10 -0.71  -0.116
C 1.92 2.47 2.12  0.253
C -2.95 0.37 -0.56  -1.034
C 1.54 1.90 1.12  -1.166
C -1.62 0.51 -0.34  0.797
C -0.81 -0.66 -0.14  0.134
C 0.93 1.54 -0.18  0.845
C -1.30 -2.09 0.03  -1.250
C 1.59 -1.35 0.04  -1.074
N 1.78 1.68 -1.25  -0.334
N 0.55 -0.27 0.26  -0.112
S -0.81 2.11 -0.45  -0.094
H -5.06 -0.05 -1.07  0.510
H 2.16 2.83 3.02  0.576
H -1.81 -2.32 -0.94  0.350
H -2.13 -2.21 0.82  0.312
H -0.47 -2.75 0.34  0.407
H 1.31 -2.18 -0.49  0.446
H 2.49 -0.97 -0.60  0.271
H 2.17 -1.77 0.91  0.377
H 2.76 1.72 -1.05  0.263
H 1.47 1.50 -2.17  0.222
H 0.38 -0.12 1.29  0.418

---

DFT (ωB97M-V/def2-TZVPD) results for an isolated ion of composition C9H11N4 and charge +1 at a distorted geometry.

Summary:
- charge = +1
- <S²> = 2.030
- gap between HOMO and LUMO (alpha / beta) (Eh) = 0.2312 / 0.2493
- LUMO level (alpha / beta) (eV) = -3.99 / -6.41
- 2S+1 = 3
- energy relative to the best compared isomer or geometry (same formula, charge and spin) (eV) = 2.261
- HOMO level (alpha / beta) (Ha) = -0.378 / -0.485

Each line ends with the Mulliken charge.
CARTESIAN COORDINATES (ANGSTROEM)
C 0.99 -0.84 1.67  -0.415
C 0.65 1.30 1.61  -0.880
C 0.11 0.09 1.16  1.488
C 0.45 -0.15 -2.08  -0.224
C 0.96 -1.33 -1.52  -0.090
C -0.99 -2.39 -0.51  -0.238
C -0.53 0.65 -1.49  0.229
C -1.14 -0.10 0.51  -1.032
C -0.87 2.12 -1.47  -0.958
N 1.92 -0.29 2.40  -0.733
N 0.15 -2.13 -0.98  -0.172
N 1.72 1.01 2.33  0.278
N -1.66 -1.54 0.33  -0.142
H 0.91 -1.91 1.72  0.523
H 0.40 2.35 1.33  0.340
H 1.25 0.35 -2.70  0.266
H 2.08 -1.55 -1.59  0.313
H -1.38 -3.31 -0.80  0.544
H -1.97 0.57 0.64  0.470
H -0.02 2.52 -2.04  0.362
H -0.91 2.43 -0.45  0.260
H -1.89 2.18 -1.98  0.284
H 2.23 1.67 2.87  0.228
H -2.46 -1.71 1.02  0.298

---

DFT (ωB97M-V/def2-TZVPD) results for an isolated ion of composition C9H11N4O and charge +1 at a distorted geometry.

Summary:
- charge = +1
- gap between HOMO and LUMO (Eh) = 0.3086
- LUMO level (eV) = -4.55
- structure (SMILES) = [NH2+]=NC(=[NH2+])N/C([O-])=C/c1ccccc1
- energy relative to the best compared isomer or geometry (same formula, charge and spin) (eV) = 1.930
- HOMO level (Ha) = -0.476

Each line ends with the Mulliken charge.
CARTESIAN COORDINATES (ANGSTROEM)
C -3.40 0.27 0.83  -0.259
C -3.34 0.39 -0.57  -0.681
C -2.35 -0.18 1.60  -0.840
C -2.22 0.04 -1.19  -0.379
C -1.09 -0.38 1.01  -0.196
C -1.04 -0.31 -0.38  0.765
C 1.17 -1.48 -0.25  0.183
C 2.60 0.52 0.29  0.551
C 0.16 -0.70 -1.02  -0.145
N 2.04 1.46 -0.38  -0.721
N 2.26 -0.84 0.23  -0.160
N 3.65 0.76 1.15  -0.377
N 1.09 1.07 -1.33  -0.047
O 1.18 -2.68 -0.19  -0.549
H -4.43 0.52 1.09  0.331
H -4.20 0.59 -1.05  0.512
H -2.39 -0.39 2.70  0.337
H -2.28 0.02 -2.33  0.264
H -0.38 -0.68 1.70  0.462
H -0.03 -0.97 -1.99  0.611
H 2.93 -1.48 0.69  0.276
H 4.18 1.57 1.21  0.242
H 4.25 0.09 1.55  0.176
H 1.35 1.05 -2.27  0.269
H 0.28 1.75 -1.11  0.376

---

DFT (ωB97M-V/def2-TZVPD) results for an isolated molecule of C9H11NO2 at a distorted geometry.

Summary:
- gap between HOMO and LUMO (Eh) = 0.3410
- LUMO level (eV) = 0.66
- structure (SMILES) = [H]/N=C(/OCC)c1ccccc1O
- energy relative to the best compared isomer or geometry (same formula, charge and spin) (eV) = 3.441
- HOMO level (Ha) = -0.317

Each line ends with the Mulliken charge.
CARTESIAN COORDINATES (ANGSTROEM)
C -3.55 -0.53 0.73  -1.114
C -2.74 -0.05 -0.60  -0.394
C -0.57 0.81 -0.26  0.819
C 0.86 0.45 -0.05  0.730
C 1.85 1.38 0.09  -0.455
C 3.15 1.04 0.05  -0.573
C 3.56 -0.36 0.04  -0.710
C 2.55 -1.33 -0.09  -0.617
C 1.18 -0.86 -0.07  0.612
H -4.67 -0.24 0.59  0.282
H -3.53 -1.56 0.65  0.390
H -3.14 -0.44 1.73  0.341
H -3.13 -0.60 -1.48  0.339
H -2.74 1.02 -0.95  0.378
H -0.54 2.68 0.31  0.165
H 1.68 2.50 0.22  0.122
H 4.05 1.72 -0.06  0.276
H 4.50 -0.69 -0.15  0.452
H 2.85 -2.37 -0.23  0.327
H 0.62 -2.61 0.26  0.363
N -1.12 1.96 0.06  -0.823
O -1.35 -0.11 -0.75  -0.423
O 0.25 -1.80 -0.04  -0.487

---

DFT (ωB97M-V/def2-TZVPD) results for an isolated molecule of C9H11NO2 at a distorted geometry.

Summary:
- gap between HOMO and LUMO (Eh) = 0.3175
- LUMO level (eV) = 0.37
- structure (SMILES) = NC[C@@H]1Cc2c1ccc(O)c2O
- energy relative to the best compared isomer or geometry (same formula, charge and spin) (eV) = 2.478
- HOMO level (Ha) = -0.304

Each line ends with the Mulliken charge.
CARTESIAN COORDINATES (ANGSTROEM)
C -2.53 0.21 0.42  -1.140
C -1.64 0.30 -0.84  0.828
C -0.99 -1.07 -1.11  -0.981
C 0.28 -0.46 -0.51  0.291
C -0.24 0.79 -0.46  -0.279
C 0.55 1.94 -0.16  -1.147
C 1.91 1.67 -0.02  -0.491
C 2.39 0.37 0.12  0.030
C 1.64 -0.72 -0.16  0.904
H -1.88 -1.42 1.64  0.273
H -1.01 0.05 1.71  0.300
H -3.38 -0.39 0.23  0.512
H -2.97 1.12 0.69  0.392
H -2.17 0.86 -1.65  0.446
H -1.46 -1.96 -0.58  0.224
H -0.91 -1.31 -2.11  0.326
H 0.26 3.00 -0.12  0.387
H 2.60 2.52 0.09  0.364
H 3.86 -0.80 0.42  0.366
H 1.65 -2.59 0.30  0.337
N -1.93 -0.37 1.65  -0.637
O 3.69 0.17 0.44  -0.617
O 2.28 -1.90 0.01  -0.689